Here is a single C3H10N2OS molecule from the OMol25 dataset. Energies are from ωB97M-V/def2-TZVPD.

Results
Largest force on an atom   2.7 eV/A
DFT total energy   -19133.932 eV
Charge   0
HOMO energy   -8.56 eV
Orbital gap   9.453 eV
ΔE to the lowest compared entry with this formula, charge and spin   71.4 kcal per mole

Geometry as XYZ:
```
17
Properties=species:S:1:pos:R:3:forces:R:3:nbo_charge:R:1
N 1.5303 1.5848 0.4340 2.024 0.063 -1.220 -0.875
O -1.5147 1.7002 -0.2364 0.708 0.684 -0.251 -0.970
C 1.1344 0.6952 -0.6760 1.399 1.112 -2.083 -0.084
H 1.9160 0.1631 -1.2957 0.158 0.581 1.515 0.200
H -2.5334 -1.4159 0.4435 -0.868 -0.102 0.480 0.213
H 1.4757 -1.9082 0.2573 0.767 -1.104 -0.672 0.210
S -1.1424 0.4649 0.4657 -1.472 -1.505 -0.288 1.378
H -1.6406 -1.4433 -0.9060 1.192 -0.657 -1.770 0.237
H 2.3409 2.1829 0.1348 -1.377 -0.503 0.613 0.368
H -3.0115 -0.2838 -0.8367 -0.697 0.466 -0.526 0.244
H 0.7101 2.1389 0.6504 0.333 0.543 -0.118 0.371
C 0.7952 -1.3120 0.7851 -1.998 1.671 -0.399 -0.424
C -2.2060 -0.7727 -0.3572 -0.137 0.067 2.666 -0.813
N 0.2655 -0.2743 -0.1920 -0.784 -1.719 0.864 -0.652
H -0.0419 -1.8645 1.2343 0.071 -0.237 -0.754 0.200
H 1.2472 -0.9008 1.6474 0.918 0.929 0.756 0.203
H 0.6752 1.2456 -1.5525 -0.237 -0.289 1.188 0.194
```
Forces are in eV/Å.